1.
C22H31F3HgN8O2SSe | ωB97M-V/def2-TZVPD

Geometry as XYZ:
```
69
Properties=species:S:1:pos:R:3:forces:R:3:mulliken_charge:R:1
Hg 1.8404 -1.6509 -0.0437 0.08 0.31 0.09 1.346
C 3.4222 2.5986 1.5663 0.00 0.01 0.01 -1.923
C 2.6079 1.4162 1.0934 0.00 0.09 -0.06 0.520
N 2.5640 0.9771 -0.1062 0.05 -0.04 -0.10 0.276
C 3.1469 1.5702 -1.2775 -0.03 0.09 0.09 -0.669
C 2.0747 1.5575 -2.3806 -0.09 -0.03 0.03 -1.018
N 1.3211 0.3093 -2.3618 0.11 0.02 -0.15 0.729
C 0.7232 -0.0970 -3.6244 -0.02 0.03 0.04 -0.982
C 0.2607 -1.5430 -3.5406 -0.01 0.00 -0.06 -0.288
N -0.8215 -1.7238 -2.5803 -0.08 0.02 0.02 -0.258
C -0.8385 -3.0252 -1.9201 0.00 -0.08 -0.02 -0.558
C -1.4057 -2.9094 -0.5170 -0.03 0.02 -0.01 -1.372
N -0.5995 -2.0001 0.2790 0.02 -0.07 -0.05 0.936
C -0.8637 -1.8138 1.5185 0.02 0.15 0.04 -0.169
C -1.9842 -2.5311 2.2074 -0.05 -0.03 0.03 -1.723
C -0.0119 -0.8489 2.2485 -0.06 -0.11 -0.08 1.434
C -0.2844 -0.4135 3.5201 0.06 0.07 0.05 -0.968
C 0.5244 0.5817 4.1086 -0.11 -0.08 0.02 -1.274
C 1.5203 1.1582 3.3333 0.08 0.07 -0.10 -0.641
C 1.7451 0.7185 2.0397 -0.04 -0.07 0.04 0.403
N 1.0429 -0.3549 1.5365 -0.01 -0.19 0.16 -0.033
H 4.1279 2.9165 0.8029 0.00 -0.01 -0.01 0.483
H 3.9907 2.3397 2.4607 -0.01 -0.01 -0.01 0.409
H 2.7813 3.4468 1.8173 -0.01 -0.01 -0.01 0.288
H 3.9975 0.9675 -1.5955 0.00 -0.06 -0.05 0.210
H 3.4934 2.6046 -1.1415 0.01 -0.02 0.01 0.342
H 2.5470 1.6751 -3.3587 0.08 -0.03 0.02 0.476
H 1.4125 2.4261 -2.2324 -0.01 -0.02 -0.03 0.249
H 0.6065 0.4061 -1.6504 0.00 -0.02 0.07 -0.525
H 1.4935 -0.0302 -4.3966 0.00 -0.01 0.00 0.532
H -0.1122 0.5528 -3.9406 -0.01 -0.01 0.03 0.198
H 1.1386 -2.1446 -3.2706 0.00 -0.03 0.01 0.142
H -0.0691 -1.8745 -4.5332 0.00 0.01 0.01 0.348
H -0.7867 -1.0122 -1.8607 0.06 0.04 -0.02 -0.029
H 0.1647 -3.4676 -1.8529 -0.01 0.04 0.03 0.220
H -1.4634 -3.7299 -2.4812 0.04 0.01 -0.05 0.418
H -1.4553 -3.9045 -0.0640 0.02 -0.01 -0.01 0.427
H -2.4314 -2.5209 -0.5786 0.00 0.00 0.00 0.383
H -2.8746 -2.5482 1.5764 0.02 0.02 0.02 0.380
H -2.2472 -2.0881 3.1613 0.00 0.00 0.02 0.534
H -1.6736 -3.5627 2.3893 -0.01 0.00 0.00 0.166
H -1.1181 -0.8168 4.0735 -0.01 -0.01 0.00 0.272
H 0.3399 0.9188 5.1199 0.00 -0.01 -0.01 0.388
H 2.1061 1.9820 3.7225 -0.01 -0.01 0.00 0.369
Se 3.4855 -3.0234 -1.3536 -0.02 0.16 -0.05 -0.186
C 4.4634 -1.6899 -2.1923 -0.01 -0.09 0.02 0.270
N 5.1192 -0.9150 -2.7459 -0.07 -0.02 0.02 -0.680
F -0.7490 -5.9360 2.3871 0.02 -0.03 -0.02 -0.288
C 0.3918 -5.9855 1.6569 0.01 0.02 0.01 0.810
F 1.2580 -6.7591 2.3467 -0.03 -0.01 0.00 -0.300
F 0.0885 -6.6511 0.5297 -0.01 -0.03 0.03 -0.271
C 0.9805 -4.5581 1.4079 -0.01 0.16 0.12 0.408
O 1.0234 -3.8455 2.4174 0.01 -0.11 -0.17 -0.649
O 1.3122 -4.3275 0.2292 0.04 -0.08 0.04 -0.614
S -1.4222 1.2182 -0.1411 0.01 -0.02 0.05 -0.078
C -2.3280 2.6161 -0.1472 0.01 0.04 -0.04 -0.182
N -2.6809 3.2202 1.0107 -0.02 0.01 -0.05 -0.093
C -3.5749 4.3576 1.1130 0.01 -0.03 0.02 -0.604
C -3.4335 5.2186 -0.1295 0.00 0.03 0.00 -0.585
C -3.6361 4.3475 -1.3563 0.01 -0.03 -0.02 -0.618
N -2.7277 3.2178 -1.2928 -0.02 0.00 0.06 -0.114
H -2.3781 2.7281 1.8343 0.00 0.00 0.04 0.196
H -3.3152 4.9214 2.0085 0.01 0.01 0.01 0.367
H -4.6162 4.0303 1.2199 0.00 0.00 0.00 0.284
H -2.4359 5.6608 -0.1575 0.01 0.00 0.00 0.299
H -4.1658 6.0262 -0.1140 -0.01 -0.01 0.00 0.338
H -3.4287 4.9062 -2.2686 0.01 0.01 -0.01 0.362
H -4.6790 4.0113 -1.4052 0.00 0.00 0.00 0.283
H -2.5032 2.6989 -2.1235 0.00 -0.01 -0.05 0.196
```
Positions in Å, forces in eV/Å.

Values from the calculation:
2S+1: 2
Charge: -1
Relative energy (zero: lowest compared OMol25 entry of this formula, charge and spin) in kJ/mol: 37.5
DFT total energy in Ha: -4698.20210
HOMO-LUMO gap (spin up / spin down) in eV: 4.306 / 7.252
<S²>: 0.777

---

2.
C6H9N4 | ωB97M-V/def2-TZVPD

Geometry as XYZ:
```
19
Properties=species:S:1:pos:R:3:forces:R:3:mulliken_charge:R:1
C 1.3051 1.5795 -0.6047 -0.29 -0.33 0.03 0.212
C -1.7612 -0.1930 -1.1153 3.90 0.05 1.95 -0.353
C -0.4353 0.0476 -1.4480 -3.79 -0.45 2.71 -1.048
C -1.3697 -0.1296 1.3813 0.98 1.45 -0.50 -0.151
C -2.2897 -0.4732 0.2980 2.01 2.65 -1.83 -0.944
C 0.6687 0.3003 -0.4697 -1.29 -2.01 0.38 0.888
N 1.9780 2.4682 -0.8348 0.46 1.11 -0.07 -0.330
N -0.2465 0.4350 1.1729 0.37 0.17 -0.43 -0.231
N 1.5299 -0.6944 -0.2456 2.26 -0.66 -0.26 0.150
N 2.6976 -0.4241 0.5304 -2.74 -0.50 1.39 -0.660
H -2.5127 -0.2341 -1.8225 -1.06 -0.17 -1.79 0.496
H -0.1613 0.1864 -2.4327 0.49 0.32 -2.03 0.503
H -1.7516 -0.2771 2.3521 -0.10 -0.22 1.42 0.478
H -3.2129 0.0412 0.4483 -0.74 0.66 0.23 0.463
H -2.5409 -1.4465 0.4355 -0.82 -3.31 0.06 0.436
H 1.4290 -1.7037 -0.3593 -0.96 0.73 -0.22 0.290
H 3.5495 -0.7709 0.2162 1.39 -0.93 -1.40 0.266
H 0.4043 0.7421 1.9143 -0.88 -0.49 -0.06 0.312
H 2.7198 0.5462 0.5837 0.81 1.93 0.42 0.222
```
Positions in Å, forces in eV/Å.

Values from the calculation:
2S+1: 1
Charge: +1
Relative energy (zero: lowest compared OMol25 entry of this formula, charge and spin) in kJ/mol: 456.2
DFT total energy in Ha: -452.67468
HOMO-LUMO gap in eV: 9.439

---

3.
C25H52N5OPdSSi4 | ωB97M-V/def2-TZVPD

Geometry as XYZ:
```
89
Properties=species:S:1:pos:R:3:forces:R:3:mulliken_charge:R:1
Pd -0.0713 0.0642 0.4223 0.22 0.01 0.41 0.324
N 2.9079 -0.5715 0.4267 0.01 -0.14 -0.12 -0.042
C 4.0119 -0.4211 1.3583 -0.02 0.15 0.06 -0.717
C 3.5559 -0.7807 2.7680 0.07 0.01 0.06 -0.777
C 2.5233 0.1972 3.3560 0.07 0.02 0.06 0.621
C 1.1671 -0.3900 3.7196 -0.07 0.08 0.12 -1.165
N 0.3935 -0.8997 2.5882 -0.10 -0.09 -0.30 -0.041
H 2.6159 -1.5381 0.3674 -0.06 -0.06 -0.01 -0.262
H 3.1260 -0.2641 -0.5120 0.04 0.08 0.03 0.198
H 4.3094 0.6330 1.3544 0.03 -0.03 -0.01 0.266
H 4.9091 -1.0023 1.0982 -0.05 -0.05 0.00 0.427
H 4.4450 -0.8067 3.4037 -0.03 -0.03 0.03 0.384
H 3.1628 -1.8061 2.7752 -0.03 -0.01 -0.08 0.308
H 2.3746 1.0361 2.6703 -0.07 -0.07 -0.06 -0.685
H 2.9244 0.6154 4.2841 0.02 0.06 -0.04 0.385
H 0.5675 0.3968 4.1834 0.05 0.03 -0.01 0.366
H 1.3094 -1.1659 4.4857 -0.02 0.01 -0.02 0.385
H -0.5992 -0.9333 2.7978 0.00 -0.06 0.05 0.109
H 0.6600 -1.8406 2.3233 0.08 -0.01 0.06 0.155
C -0.6361 4.4833 3.3124 0.03 0.02 -0.05 -1.217
Si -1.3551 3.4071 1.9381 0.01 -0.04 -0.02 0.787
C -2.3347 4.5583 0.8063 -0.03 -0.01 0.07 -0.979
C -2.5476 2.1708 2.7154 -0.03 0.07 0.01 -0.926
Si 0.3394 2.2200 0.8714 -0.19 0.03 -0.24 -0.228
Si 1.8994 3.7014 -0.0225 0.03 -0.06 0.11 0.909
C 1.2061 5.3110 -0.7191 0.04 -0.03 0.01 -1.115
C 3.0409 4.2125 1.3961 0.00 -0.04 -0.02 -1.189
C 3.0055 2.9089 -1.3268 0.04 0.11 -0.04 -1.006
Si -1.1532 0.9465 -1.3817 -0.10 0.22 -0.04 0.347
C -0.8806 -0.3395 -2.7576 0.07 0.01 0.01 -0.669
C -0.8591 2.5962 -2.2619 0.04 0.00 -0.05 -0.991
C -3.0232 0.9955 -1.0225 0.03 0.04 0.02 -1.095
H -1.4187 5.0375 3.8358 -0.04 0.00 0.01 0.376
H 0.0743 5.2103 2.9122 0.01 0.02 -0.01 0.265
H -0.1044 3.8708 4.0423 0.02 -0.01 0.03 0.296
H -3.0420 5.1451 1.3995 -0.02 0.02 -0.01 0.415
H -2.9041 4.0006 0.0638 -0.03 -0.03 -0.04 0.232
H -1.6835 5.2497 0.2708 0.04 0.04 0.00 0.221
H -3.5173 2.6361 2.9117 -0.02 -0.02 0.03 0.420
H -2.1529 1.8059 3.6663 0.03 -0.02 0.03 0.303
H -2.7023 1.3051 2.0690 -0.01 0.00 -0.04 -0.038
H 0.6731 5.8668 0.0542 -0.02 0.02 0.03 0.255
H 0.5206 5.1456 -1.5484 -0.03 -0.01 -0.05 0.341
H 2.0281 5.9395 -1.0730 0.01 0.02 -0.01 0.413
H 2.4759 4.4940 2.2862 -0.03 0.03 0.01 0.287
H 3.6649 5.0618 1.1069 0.04 0.02 -0.01 0.414
H 3.6992 3.3872 1.6769 0.01 -0.02 0.02 0.224
H 2.5062 2.7823 -2.2887 -0.03 -0.01 0.02 0.294
H 3.3565 1.9314 -0.9967 0.01 -0.05 0.05 0.103
H 3.8815 3.5462 -1.4788 0.02 -0.01 -0.07 0.392
H 0.0159 -0.0774 -3.3252 0.03 -0.01 -0.01 0.385
H -1.7265 -0.3363 -3.4518 -0.02 0.04 -0.04 0.486
H -0.7429 -1.3556 -2.3900 -0.05 -0.05 0.05 -0.315
H 0.1712 2.7085 -2.6091 -0.01 -0.02 0.03 0.190
H -1.0781 3.4281 -1.5917 -0.01 0.07 0.01 -0.041
H -1.5161 2.6925 -3.1317 -0.04 -0.05 -0.04 0.528
H -3.3208 0.3952 -0.1636 0.03 -0.06 0.01 0.219
H -3.6039 0.6810 -1.8954 0.00 0.00 -0.05 0.435
H -3.3062 2.0273 -0.8063 -0.05 0.03 0.03 0.247
O -2.2929 -1.3472 1.3128 0.07 -0.12 0.17 -0.328
N -2.8061 -2.4614 0.9254 -0.02 0.04 -0.16 0.189
C -3.1449 -2.6229 -0.3775 0.00 -0.04 0.13 0.077
C -3.6933 -3.8070 -0.8166 0.00 0.03 0.04 -0.928
C -3.8879 -4.8567 0.0676 -0.02 -0.04 0.01 -0.342
C -3.5224 -4.6777 1.3937 0.01 0.03 -0.03 -0.728
C -2.9860 -3.4786 1.8019 0.02 0.17 -0.07 -0.122
H -2.9412 -1.7628 -0.9966 0.00 0.00 -0.02 0.176
H -3.9609 -3.8860 -1.8606 -0.02 -0.03 0.01 0.498
H -4.3170 -5.7909 -0.2645 0.00 -0.01 -0.02 0.420
H -3.6481 -5.4594 2.1287 -0.02 -0.03 -0.02 0.419
H -2.6735 -3.2412 2.8068 -0.01 -0.05 0.02 0.471
N 2.5206 -4.1893 0.0035 -0.12 0.03 -0.04 -0.333
C 1.4269 -3.7486 -0.6869 0.17 -0.03 -0.21 -0.455
S 0.1524 -3.0081 0.0784 0.00 -0.08 0.03 0.174
N 1.5594 -3.9298 -2.0301 -0.06 0.04 0.19 -0.215
C 0.5841 -3.7337 -3.0392 0.10 0.06 0.00 0.423
C -0.7406 -4.1148 -2.8675 0.05 -0.02 -0.09 -0.186
C -1.6308 -3.9325 -3.9132 -0.02 -0.01 0.00 -0.534
C -1.2156 -3.3891 -5.1201 -0.01 0.01 -0.03 -0.697
C 0.1123 -3.0291 -5.2874 0.01 -0.01 0.02 -0.560
C 1.0129 -3.2005 -4.2486 -0.11 0.02 0.01 -0.526
H 2.4469 -4.1567 1.0055 -0.03 0.01 0.04 0.281
H 3.0536 -4.9544 -0.3787 0.05 0.02 0.00 0.196
H 2.5097 -3.9777 -2.3647 0.00 -0.13 -0.01 0.296
H -1.0705 -4.5401 -1.9318 0.02 -0.01 0.02 0.669
H -2.6640 -4.2289 -3.7854 0.00 0.00 -0.02 0.333
H -1.9232 -3.2467 -5.9255 -0.01 0.00 0.00 0.416
H 0.4506 -2.6018 -6.2217 -0.01 0.00 -0.01 0.374
H 2.0469 -2.9003 -4.3711 0.01 0.00 0.02 0.328
```
Positions in Å, forces in eV/Å.

Values from the calculation:
2S+1: 2
Relative energy (zero: lowest compared OMol25 entry of this formula, charge and spin) in kJ/mol: 57.4
DFT total energy in Ha: -3016.88256
HOMO-LUMO gap (spin up / spin down) in eV: 5.264 / 6.767
<S²>: 0.755

---

- Which formula does entry 1 have?
  C22H31F3HgN8O2SSe

---

- What is the formula in the third record?
  C25H52N5OPdSSi4

---

Repeat the second record exactly.
C6H9N4 | ωB97M-V/def2-TZVPD

Geometry as XYZ:
```
19
Properties=species:S:1:pos:R:3:forces:R:3:mulliken_charge:R:1
C 1.3051 1.5795 -0.6047 -0.29 -0.33 0.03 0.212
C -1.7612 -0.1930 -1.1153 3.90 0.05 1.95 -0.353
C -0.4353 0.0476 -1.4480 -3.79 -0.45 2.71 -1.048
C -1.3697 -0.1296 1.3813 0.98 1.45 -0.50 -0.151
C -2.2897 -0.4732 0.2980 2.01 2.65 -1.83 -0.944
C 0.6687 0.3003 -0.4697 -1.29 -2.01 0.38 0.888
N 1.9780 2.4682 -0.8348 0.46 1.11 -0.07 -0.330
N -0.2465 0.4350 1.1729 0.37 0.17 -0.43 -0.231
N 1.5299 -0.6944 -0.2456 2.26 -0.66 -0.26 0.150
N 2.6976 -0.4241 0.5304 -2.74 -0.50 1.39 -0.660
H -2.5127 -0.2341 -1.8225 -1.06 -0.17 -1.79 0.496
H -0.1613 0.1864 -2.4327 0.49 0.32 -2.03 0.503
H -1.7516 -0.2771 2.3521 -0.10 -0.22 1.42 0.478
H -3.2129 0.0412 0.4483 -0.74 0.66 0.23 0.463
H -2.5409 -1.4465 0.4355 -0.82 -3.31 0.06 0.436
H 1.4290 -1.7037 -0.3593 -0.96 0.73 -0.22 0.290
H 3.5495 -0.7709 0.2162 1.39 -0.93 -1.40 0.266
H 0.4043 0.7421 1.9143 -0.88 -0.49 -0.06 0.312
H 2.7198 0.5462 0.5837 0.81 1.93 0.42 0.222
```
Positions in Å, forces in eV/Å.

Values from the calculation:
2S+1: 1
Charge: +1
Relative energy (zero: lowest compared OMol25 entry of this formula, charge and spin) in kJ/mol: 456.2
DFT total energy in Ha: -452.67468
HOMO-LUMO gap in eV: 9.439